# 1
Below is 6 unconnected molecules or ions with the total composition C36H80ClFIN6O12, with properties calculated with the ωB97M-V functional and the def2-TZVPD basis.

Structure (XYZ):
```
137
Properties=species:S:1:pos:R:3
C 4.0662 -0.7776 -4.2085
C 2.4491 -0.7800 -4.1924
Cl 1.8697 -2.1730 -3.1721
C 1.9541 0.6633 -3.6851
N 0.9232 0.5761 -2.5904
C -0.3269 0.4040 -2.9902
N -0.7989 0.2498 -4.3350
C -2.2074 0.0383 -4.3462
C -3.0822 -0.2198 -5.6244
C -3.6534 1.0955 -6.3312
C -5.1641 0.7384 -6.7999
I -2.5676 1.6790 -8.1226
N -2.5319 0.1068 -2.9686
C -3.9723 -0.0542 -2.6443
C -4.6523 1.3713 -2.3021
C -5.8143 1.7743 -3.3089
C -6.3544 3.2542 -3.0083
C -5.2459 4.3894 -3.2011
N -4.2066 4.0663 -4.2225
N -1.4739 0.3356 -2.1422
C -1.7174 0.4524 -0.7082
O -1.6930 -0.8801 -0.0589
N -1.3097 -1.8584 -0.9311
O -1.2669 -2.8824 -0.3352
C 1.4306 0.6885 -1.2168
C 1.3613 2.2241 -0.7298
F 2.8127 0.3248 -1.0953
H 4.4906 0.1879 -4.6159
H 4.3961 -0.9223 -3.1364
H 4.3698 -1.6538 -4.8635
H 2.1525 -0.8871 -5.2906
H 2.8377 1.3165 -3.3733
H 1.5334 1.1860 -4.6115
H -3.8781 -0.9918 -5.3689
H -2.3931 -0.7454 -6.3741
H -3.6390 1.9799 -5.6233
H -5.1879 0.1998 -7.7938
H -5.7587 1.7050 -6.8023
H -5.6234 0.1021 -5.9652
H -4.5606 -0.6634 -3.3865
H -4.0118 -0.6383 -1.6574
H -3.8565 2.1927 -2.2474
H -5.1281 1.3378 -1.2592
H -5.3850 1.8092 -4.3545
H -6.6768 1.0349 -3.3129
H -7.2105 3.4410 -3.7410
H -6.7594 3.3400 -1.9552
H -5.7796 5.3292 -3.5758
H -4.7290 4.6043 -2.2047
H -3.2917 3.8824 -3.8087
H -4.1626 4.7614 -4.9696
H -2.7429 0.8801 -0.4414
H -0.9659 1.0763 -0.1394
H 0.9004 0.0086 -0.4659
H 2.2032 2.7856 -1.2329
H 1.3463 2.3189 0.3963
H 0.3395 2.5991 -1.0907
C 0.6198 -8.1216 2.9550
O -0.3756 -8.0695 1.9434
C -1.6448 -7.6645 2.4493
C -1.9233 -6.1994 2.1421
O -1.0296 -5.3396 2.8482
C 0.0247 -4.8628 2.0232
H 1.5941 -8.1980 2.4699
H 0.6138 -7.2267 3.5829
H 0.4679 -9.0081 3.5781
H -1.7153 -7.8595 3.5242
H -2.3981 -8.2773 1.9460
H -2.9347 -5.9554 2.4825
H -1.8768 -6.0077 1.0642
H -0.3537 -4.0829 1.3578
H 0.4779 -5.6638 1.4334
H 0.7909 -4.4319 2.6693
C 0.1978 -2.7502 -6.4626
O -0.6231 -3.0419 -7.5845
C -0.2506 -2.2929 -8.7415
C 0.5663 -3.1353 -9.7115
O 1.8334 -3.4832 -9.1577
C 1.8589 -4.8147 -8.6593
H 0.0216 -3.5143 -5.7036
H 1.2606 -2.7559 -6.7203
H -0.0742 -1.7734 -6.0473
H 0.2920 -1.3849 -8.4576
H -1.1783 -1.9897 -9.2359
H 0.7637 -2.5433 -10.6103
H 0.0148 -4.0319 -10.0149
H 1.9222 -5.5196 -9.4931
H 0.9794 -5.0411 -8.0509
H 2.7482 -4.9255 -8.0384
C 3.9433 3.3702 2.9624
O 2.7740 4.0584 2.5453
C 2.2277 4.8745 3.5833
C 2.5940 6.3396 3.3896
O 3.9956 6.5509 3.5470
C 4.6683 6.6678 2.3010
H 4.4383 2.9683 2.0764
H 4.6435 4.0297 3.4817
H 3.6667 2.5390 3.6175
H 2.5480 4.5185 4.5675
H 1.1395 4.7748 3.5270
H 2.0944 6.9311 4.1626
H 2.2527 6.7052 2.4143
H 4.4715 7.6522 1.8661
H 4.3665 5.8868 1.5979
H 5.7387 6.5738 2.4854
C -2.6840 -1.0792 6.8143
O -1.2772 -1.1342 6.9929
C -0.8954 -2.0443 8.0229
C -0.4024 -3.3640 7.4447
O -1.4538 -4.0721 6.7927
C -1.4033 -3.9325 5.3776
H -2.8877 -0.5645 5.8736
H -3.1306 -2.0758 6.7685
H -3.1388 -0.5102 7.6311
H -1.7211 -2.2079 8.7227
H -0.0753 -1.5749 8.5739
H -0.0531 -3.9981 8.2653
H 0.4400 -3.2040 6.7622
H -0.6035 -4.5558 4.9748
H -1.2497 -2.8925 5.0747
H -2.3536 -4.2754 4.9693
C 5.2070 5.4514 6.9332
O 4.0919 4.5884 6.7587
C 4.4790 3.2330 6.5486
C 4.3219 2.4060 7.8177
O 5.2358 2.8248 8.8279
C 4.6185 3.6492 9.8077
H 4.8428 6.4030 7.3229
H 5.9347 5.0427 7.6389
H 5.6907 5.6299 5.9680
H 5.5039 3.1759 6.1672
H 3.8117 2.8286 5.7825
H 4.5582 1.3622 7.5883
H 3.2906 2.4433 8.1862
H 4.0105 3.0341 10.4777
H 3.9974 4.4270 9.3559
H 5.4058 4.1284 10.3897
```

Computed properties:
Net charge: +1
E_HOMO: -0.38081 hartree
LUMO energy: -2.98 eV

# 2
Below is 6 unconnected molecules or ions with the total composition C36H80N4O6, with properties calculated with the ωB97M-V functional and the def2-TZVPD basis.

Structure (XYZ):
```
126
Properties=species:S:1:pos:R:3
C -6.6154 7.7524 -0.5461
C -6.0279 6.6759 0.4113
C -4.5341 6.5962 -0.0673
C -6.1579 7.1253 1.9036
C -5.8100 5.9378 2.8485
C -6.8027 4.8030 2.6067
C -6.8013 4.3099 1.1352
C -5.5867 3.3579 1.0885
C -8.1457 3.4730 0.9190
N -6.7958 5.4189 0.1869
O -6.8913 5.0644 -1.1864
H -6.2608 8.7528 -0.2981
H -6.3217 7.5370 -1.5734
H -7.7045 7.7078 -0.5436
H -4.4898 6.0913 -1.0323
H -4.1068 7.5816 -0.2529
H -3.8734 6.0980 0.6422
H -5.4840 7.9631 2.0828
H -7.1489 7.5117 2.1419
H -4.7716 5.6611 2.6658
H -5.8157 6.1741 3.9126
H -7.8399 4.9941 2.8819
H -6.5380 4.0146 3.3114
H -5.4353 3.0900 0.0429
H -5.6779 2.3867 1.5748
H -4.6376 3.8113 1.3744
H -8.3094 2.5862 1.5312
H -8.1386 3.0791 -0.0973
H -9.1198 3.9131 1.1325
H -6.0589 4.6102 -1.3363
C -2.6338 -5.2766 -4.1995
C -2.1445 -6.1459 -3.0786
C -2.7895 -5.7028 -1.7306
C -2.7629 -7.5361 -3.4618
C -2.0094 -8.7874 -2.8221
C -0.4693 -8.6335 -2.8699
C -0.0116 -7.2956 -2.3023
C -0.0803 -7.2182 -0.7881
C 1.4422 -7.2706 -2.7578
N -0.7042 -6.1994 -3.0827
O -0.1593 -4.9563 -2.8513
H -2.1496 -5.4913 -5.1522
H -3.7127 -5.2232 -4.3452
H -2.2547 -4.2640 -4.0615
H -3.0965 -6.5210 -1.0792
H -2.1547 -5.0288 -1.1554
H -3.7117 -5.2032 -2.0273
H -3.7469 -7.6223 -3.0009
H -2.9197 -7.5796 -4.5396
H -2.4199 -8.8171 -1.8128
H -2.3962 -9.6813 -3.3115
H -0.2031 -8.7449 -3.9210
H -0.1431 -9.5334 -2.3485
H -1.0920 -7.3829 -0.4173
H 0.3699 -6.3295 -0.3460
H 0.4779 -8.0930 -0.4545
H 1.4647 -6.9393 -3.7960
H 1.9984 -8.2037 -2.8466
H 1.8555 -6.4549 -2.1644
H 0.3952 -4.9466 -3.6349
C 2.7540 0.9368 5.1151
C 2.5276 0.1687 6.4994
C 3.7158 0.2065 7.4443
C 1.4334 1.0077 7.3060
C -0.0794 0.7671 6.8323
C -0.3891 -0.7304 6.7571
C 0.6522 -1.5249 5.9726
C 0.3772 -3.0208 6.2360
C 0.3432 -1.3715 4.4247
N 2.0681 -1.2608 6.3443
O 2.9678 -1.9557 5.6152
H 3.3482 1.8390 5.2608
H 3.3518 0.2349 4.5336
H 1.9023 1.1293 4.4628
H 4.1991 1.1800 7.5266
H 3.4448 -0.1798 8.4269
H 4.5185 -0.3945 7.0170
H 1.2937 0.6496 8.3259
H 1.4919 2.0933 7.2262
H -0.8299 1.2271 7.4751
H -0.3022 1.0948 5.8169
H -1.4105 -0.8966 6.4145
H -0.4948 -1.0412 7.7965
H 0.9798 -3.6679 5.5987
H -0.6871 -3.2233 6.1164
H 0.7926 -3.2027 7.2272
H 0.1981 -0.3355 4.1187
H -0.6251 -1.8100 4.1832
H 1.0514 -1.8530 3.7504
H 3.3299 -2.6710 6.1431
C 6.8474 1.4019 -1.6967
C 5.8288 1.5882 -2.8154
C 4.4837 0.9574 -2.4429
C 5.4753 3.1228 -3.0016
C 6.5671 3.9191 -3.6102
C 6.9308 3.3041 -4.9943
C 7.3932 1.7982 -4.9425
C 7.3546 1.3182 -6.4196
C 8.8800 1.7178 -4.4219
N 6.3830 1.0546 -4.0817
O 6.5163 -0.3364 -4.1074
H 7.3610 0.4419 -1.7492
H 7.5969 2.1853 -1.5849
H 6.3931 1.4223 -0.7061
H 3.7043 1.0556 -3.1986
H 4.6342 -0.0879 -2.1732
H 4.0533 1.4649 -1.5796
H 4.5362 3.2834 -3.5311
H 5.2941 3.5768 -2.0273
H 6.3102 4.9740 -3.7072
H 7.3311 3.7507 -2.8512
H 7.8275 3.8550 -5.2781
H 6.2676 3.5216 -5.8314
H 7.7520 2.0592 -7.1133
H 6.3130 1.2614 -6.7357
H 7.8547 0.3562 -6.5318
H 9.1533 0.7307 -4.0490
H 8.9456 2.4071 -3.5801
H 9.4835 2.0379 -5.2712
H 7.2828 -0.4985 -3.5526
O -1.6618 -0.0289 -1.7268
H -2.2895 -0.1706 -1.0182
H -1.2663 -0.8883 -1.8724
O -4.8264 1.2932 -4.7973
H -4.8215 0.9864 -5.7039
H -4.1491 0.7735 -4.3644
```

Computed properties:
ΔE to the lowest compared entry with this formula, charge and spin: 95.9 kcal per mole
E_HOMO: -0.29848 hartree
SMILES: CC1(C)CCCC(C)(C)N1O.CC1(C)CCCC(C)(C)N1O.CC1(C)CCCC(C)(C)N1O.CC1(C)CCCC(C)(C)N1O.O.O
LUMO energy: 0.18 eV

# 3
Below is 14 unconnected molecules or ions with the total composition C36H80N8O32S6, with properties calculated with the ωB97M-V functional and the def2-TZVPD basis.

Structure (XYZ):
```
162
Properties=species:S:1:pos:R:3
C -0.6644 -3.9291 -5.2080
C -1.4025 -3.5692 -3.9137
O -0.8293 -3.1982 -2.8423
N -2.7474 -3.7962 -4.0308
C -3.7089 -3.6665 -2.9870
H -0.1245 -4.8720 -5.2951
H 0.0309 -3.1159 -5.4158
H -1.3158 -3.7653 -6.0664
H -2.9890 -4.3709 -4.8255
H -4.6129 -3.1806 -3.3541
H -3.4249 -3.0817 -2.1121
H -3.8751 -4.6721 -2.6008
C -1.1649 -6.9927 -2.4532
C -0.2444 -6.4599 -1.2957
O 0.1177 -7.2222 -0.3549
N 0.1777 -5.1792 -1.2839
C 1.0368 -4.5727 -0.2803
H -0.6347 -7.8531 -2.8615
H -1.4556 -6.2512 -3.1975
H -2.0459 -7.3997 -1.9568
H -0.4376 -4.5482 -1.7772
H 1.8140 -3.9687 -0.7486
H 1.6710 -5.3335 0.1748
H 0.5438 -3.9955 0.5019
C 0.7526 -2.4005 4.5617
C 0.0156 -1.1752 5.1538
O 0.0857 -0.0897 4.5837
N -0.9228 -1.3161 6.1455
C -1.7312 -0.2975 6.6833
H 1.0236 -2.0079 3.5817
H 0.1228 -3.2885 4.5073
H 1.6499 -2.6310 5.1361
H -1.0336 -2.2630 6.4788
H -2.5346 0.0323 6.0246
H -1.0954 0.5715 6.8528
H -2.0288 -0.7139 7.6457
C 3.0760 -1.7400 1.4673
C 4.2024 -2.0850 0.5795
O 4.0708 -2.2770 -0.6492
N 5.3384 -2.3627 1.2828
C 6.5806 -2.9215 0.6172
H 2.9145 -0.6679 1.5803
H 3.2274 -2.1911 2.4480
H 2.1871 -2.2276 1.0671
H 5.3250 -2.0657 2.2480
H 7.4386 -2.9941 1.2855
H 6.8407 -2.2095 -0.1660
H 6.4865 -3.9362 0.2304
C 3.8460 5.1609 0.0200
C 2.2852 5.0293 -0.2074
O 1.8369 4.5124 -1.2117
N 1.3816 5.5179 0.6316
C 1.7004 5.9844 2.0095
H 4.3865 5.2092 -0.9253
H 4.1650 4.2794 0.5760
H 4.1162 6.0766 0.5459
H 0.4107 5.5057 0.3536
H 1.6036 7.0685 2.0687
H 2.7274 5.8359 2.3432
H 1.0796 5.4962 2.7608
C 6.3158 -0.6690 -2.9046
C 5.7354 0.5599 -2.2862
O 6.2562 1.6639 -2.3675
N 4.5514 0.4746 -1.6091
C 3.7762 1.6578 -1.2647
H 6.7358 -1.2402 -2.0767
H 6.9644 -0.2752 -3.6872
H 5.5380 -1.1894 -3.4634
H 4.1757 -0.4250 -1.3449
H 4.1586 2.6640 -1.4361
H 3.4488 1.6891 -0.2255
H 2.7911 1.6773 -1.7309
C -0.6040 -0.9585 -0.1370
C -0.0301 0.4714 -0.0220
O 0.0998 1.0712 -1.0627
N 0.2064 0.9652 1.2096
C 0.7403 2.2216 1.5716
H -1.0037 -1.2549 0.8328
H 0.0898 -1.7242 -0.4842
H -1.4288 -0.8931 -0.8465
H 0.2230 0.3564 2.0153
H 1.3212 2.7053 0.7863
H 1.5296 2.1191 2.3163
H -0.0007 2.8779 2.0279
C -4.1659 2.4516 -4.8119
C -3.0351 1.5789 -5.4705
O -2.3304 2.0975 -6.3656
N -2.7872 0.3163 -5.1037
C -3.5491 -0.5932 -4.2753
H -4.4174 2.0224 -3.8420
H -4.9980 2.4981 -5.5143
H -3.8057 3.4754 -4.7112
H -1.8870 0.0331 -5.4636
H -3.7518 -1.5095 -4.8297
H -4.5358 -0.1833 -4.0596
H -2.9650 -0.7968 -3.3778
C 6.7195 3.8586 3.4297
C 6.6587 3.1083 4.7629
O 5.2939 3.2394 5.1869
S 4.2764 3.1294 3.8554
O 3.1421 4.0375 3.9560
O 4.0902 1.7115 3.4741
O 5.3806 3.7845 2.8898
H 7.4485 3.4039 2.7589
H 6.8917 4.9313 3.5173
H 7.4557 3.3355 5.4710
H 6.6599 2.0223 4.6691
C -1.9001 4.3064 -0.5572
C -2.5373 4.3276 -1.9420
O -3.3846 5.3603 -2.0786
S -3.0558 6.5446 -0.9181
O -4.0996 6.4645 0.1467
O -2.7820 7.8265 -1.5276
O -1.6619 5.7432 -0.4305
H -0.9778 3.7256 -0.5619
H -2.5465 3.9288 0.2351
H -2.9934 3.4144 -2.3242
H -1.7890 4.5501 -2.7026
C -3.8650 -0.0571 0.7325
C -5.1013 -0.0113 1.5576
O -6.1768 -0.4226 0.7219
S -5.6822 -1.1505 -0.6773
O -5.8947 -0.2697 -1.8843
O -6.2251 -2.5548 -0.7266
O -4.0918 -1.1446 -0.2077
H -3.0412 -0.3065 1.4012
H -3.5635 0.8511 0.2108
H -5.3985 0.9582 1.9575
H -5.0029 -0.7674 2.3366
C -2.4539 4.8665 3.3604
C -3.9693 4.7037 3.0182
O -4.3686 3.3563 3.3528
S -3.1543 2.4662 4.0263
O -3.0297 1.1321 3.4381
O -3.1682 2.6889 5.4753
O -2.0504 3.4922 3.2650
H -2.2427 5.1877 4.3803
H -2.0096 5.5283 2.6169
H -4.1418 4.8384 1.9504
H -4.6684 5.4334 3.4268
C 2.0725 -2.2769 -3.6469
C 1.5857 -0.9969 -3.0162
O 1.8829 -0.0997 -4.0434
S 1.3133 -0.6779 -5.4970
O 1.9987 0.0147 -6.6242
O -0.1469 -0.7287 -5.4324
O 1.9777 -2.1372 -5.0592
H 1.5137 -3.1347 -3.2727
H 3.0980 -2.5264 -3.3744
H 2.3552 -0.7206 -2.2953
H 0.5161 -0.8940 -2.8336
C -4.5547 -4.1228 2.1599
C -4.2497 -4.9000 0.9118
O -2.8954 -5.3421 0.9012
S -2.1664 -4.8525 2.3005
O -1.4633 -3.5322 2.2207
O -1.4088 -6.0006 2.8689
O -3.6445 -4.6779 3.0438
H -5.5101 -4.2366 2.6721
H -4.3690 -3.0532 2.0613
H -4.5589 -4.3097 0.0492
H -4.9418 -5.7267 0.7514
```

Computed properties:
ΔE to the lowest compared entry with this formula, charge and spin: 38.1 kcal per mole
E_HOMO: -0.32124 hartree
LUMO energy: -0.02 eV

Number 1: HOMO-LUMO gap 7.38 eV, largest force on an atom 0.1222 hartree/bohr, energy -3508.15340 a.u.. Number 2: HOMO-LUMO gap 8.30 eV, largest force on an atom 0.0788 hartree/bohr, energy -2089.82200 a.u.. Number 3: HOMO-LUMO gap 8.72 eV, largest force on an atom 0.1082 hartree/bohr, energy -6654.35802 a.u..